Formula: C36H49AlAsFN5O12SSb
Source: OMol25
Level of theory: ωB97M-V/def2-TZVPD

* HOMO level: -6.85 eV
* orbital gap: 5.47 eV
* ΔE to the lowest compared entry with this formula, charge and spin: 39.6 kcal/mol

CARTESIAN COORDINATES (ANGSTROEM)
Al -0.7397 -0.3125 0.7808
O 1.8208 -2.6566 -1.9388
As 0.5238 -1.4714 -1.7833
O -0.6994 -1.8777 -2.7593
O 0.1976 -1.5267 -0.1015
C 1.6007 0.1045 -2.2209
C 2.9452 -0.1088 -2.5170
C 3.7684 0.9512 -2.8735
C 3.2602 2.2374 -2.9490
C 1.9211 2.4614 -2.6663
C 1.1068 1.3996 -2.3061
S -0.6044 1.7350 -1.9724
O -0.6699 3.0075 -1.2889
O -1.3565 1.6998 -3.2231
O -0.9204 0.5576 -1.1199
H 1.4412 -3.4456 -2.3453
H 3.3516 -1.1072 -2.4527
H 4.8138 0.7659 -3.0833
H 3.9044 3.0670 -3.2101
H 1.5089 3.4615 -2.6892
C -2.6426 5.8442 -1.1505
C -3.8401 5.1058 -0.5748
N -3.5116 3.7139 -0.2585
C -2.7845 3.4589 0.8340
C -2.3517 2.2113 1.1876
C -1.0881 2.1212 2.0212
O -0.8638 2.8887 2.9261
O -0.2657 1.2732 1.4801
C -2.8973 1.1065 0.5174
O -2.5786 -0.1123 0.7538
C -3.6419 1.3706 -0.6836
C -3.8623 0.2812 -1.5474
C -4.1076 0.5343 -2.8499
F -4.2585 -0.4808 -3.7219
C -4.0652 1.8444 -3.3593
C -4.0303 2.9140 -2.4950
C -3.8152 2.6820 -1.1262
N -3.8673 2.0009 -4.7330
C -2.8733 1.1676 -5.3724
C -1.6606 1.9997 -5.7342
N -2.1240 3.1562 -6.6000
C -3.1450 4.0082 -5.8932
C -4.3227 3.1188 -5.4909
H -2.9223 6.8555 -1.4483
H -2.2456 5.3151 -2.0180
H -1.8368 5.9163 -0.4210
H -4.6784 5.0963 -1.2702
H -4.2092 5.5717 0.3385
H -2.4299 4.3228 1.3836
H -3.7107 -0.7272 -1.1963
H -3.9399 3.9158 -2.8902
H -3.2888 0.6686 -6.2591
H -2.5189 0.3934 -4.6969
H -0.9112 1.4495 -6.3002
H -1.2103 2.4342 -4.8400
H -2.5426 2.7750 -7.4523
H -1.3288 3.7235 -6.8909
H -3.4170 4.8209 -6.5655
H -2.6317 4.4010 -5.0157
H -4.8502 2.7784 -6.3950
H -5.0290 3.7177 -4.9182
C 2.1407 -3.2671 5.7041
C 2.4329 -1.8823 6.2525
C 1.6161 -0.7465 5.6054
C 1.8768 0.5698 6.3652
C 1.0156 1.7227 5.8682
C 0.1491 -1.1016 5.7426
O -0.4070 -1.2182 6.8135
N -0.5333 -1.2985 4.5685
C -0.0015 -1.0706 3.3112
O -0.8581 -1.2059 2.3669
N 1.2335 -0.7270 3.0860
C 2.0856 -0.5511 4.1482
O 3.2475 -0.2342 3.9733
H 2.8351 -4.0003 6.1176
H 2.2352 -3.2998 4.6176
H 1.1295 -3.5966 5.9527
H 3.4826 -1.6234 6.0985
H 2.2346 -1.8493 7.3259
H 2.9344 0.7976 6.2244
H 1.7081 0.3844 7.4274
H 1.1290 1.8802 4.7938
H 1.2869 2.6557 6.3633
H -0.0427 1.5450 6.0688
H -1.5143 -1.5306 4.6219
C 2.5822 -6.5784 3.1010
C 3.2656 -5.3511 2.5147
Sb 1.8195 -3.9264 1.7618
C 1.2524 -5.1274 0.0468
C 2.3237 -5.7998 -0.7953
C 3.2606 -2.5152 1.0111
C 4.4877 -2.9971 0.2570
H 3.2882 -7.2705 3.5671
H 2.0435 -7.1390 2.3320
H 1.8459 -6.3030 3.8603
H 3.9580 -5.6320 1.7182
H 3.8586 -4.8404 3.2773
H 0.5988 -4.5014 -0.5638
H 0.5938 -5.8811 0.4920
H 3.0138 -5.0748 -1.2264
H 1.8956 -6.3770 -1.6214
H 2.9263 -6.4947 -0.2060
H 3.5436 -1.9760 1.9202
H 2.6981 -1.7982 0.4180
H 5.0556 -3.7483 0.8112
H 5.1723 -2.1663 0.0598
H 4.2246 -3.4332 -0.7069

Formula: C22H20N2O7
Source: OMol25
Level of theory: ωB97M-V/def2-TZVPD

* HOMO level: -9.33 eV
* orbital gap: 8.51 eV
* ΔE to the lowest compared entry with this formula, charge and spin: 0.2 kcal/mol
* SMILES: CC(C)CCN1C(=O)c2ccc(C(=O)Nc3cc(C(=O)O)cc(C(=O)O)c3)cc2C1=O

CARTESIAN COORDINATES (ANGSTROEM)
C 3.6413 -4.1185 -1.6997
H 3.5360 -4.6329 -0.7482
H 2.9220 -4.5357 -2.4012
H 4.6415 -4.3142 -2.0791
C 3.4238 -2.6153 -1.5448
C 3.7528 -1.8965 -2.8522
H 3.5803 -0.8271 -2.7571
H 4.7938 -2.0546 -3.1229
H 3.1286 -2.2752 -3.6591
C 1.9839 -2.2879 -1.1397
C 1.5875 -2.8591 0.2234
N 0.3072 -2.3249 0.6381
C 0.1792 -1.2134 1.4555
O 1.0874 -0.6330 1.9917
C -1.2729 -0.9064 1.4744
C -1.9413 0.1665 2.0157
C -3.2975 0.3048 1.7001
C -3.9669 -0.6800 0.9818
C -3.2897 -1.7814 0.4677
C -1.9297 -1.8535 0.6836
C -0.9041 -2.7784 0.1371
O -1.0380 -3.7141 -0.6091
H -3.7999 -2.5320 -0.1148
H -5.0226 -0.5540 0.7938
C -4.0305 1.5580 2.0576
O -5.0937 1.5797 2.6329
N -3.4163 2.7238 1.6760
C -2.2082 2.9058 0.9959
C -1.8096 2.0528 -0.0316
C -0.5396 2.1739 -0.5858
C 0.3012 3.2096 -0.1962
C -0.1385 4.1248 0.7529
C -1.3789 3.9629 1.3613
H -1.6887 4.6562 2.1283
C 0.7553 5.2530 1.1213
O 1.8332 5.4571 0.6291
O 0.2375 6.0466 2.0706
H 0.8597 6.7627 2.2740
H 1.2842 3.3071 -0.6301
C -0.0410 1.1717 -1.5596
O 1.0153 1.2347 -2.1312
O -0.8783 0.1323 -1.7201
H -0.5047 -0.4934 -2.3620
H -2.4719 1.2883 -0.4018
H -3.8502 3.5580 2.0546
H -1.4229 0.8889 2.6270
H 1.4964 -3.9458 0.1778
H 2.3180 -2.5747 0.9841
H 1.8778 -1.2004 -1.1002
H 1.2976 -2.6765 -1.8965
H 4.0940 -2.2405 -0.7635

Formula: C24H31ClN12OS
Source: OMol25
Level of theory: ωB97M-V/def2-TZVPD

* HOMO level: -7.85 eV
* orbital gap: 7.05 eV

CARTESIAN COORDINATES (ANGSTROEM)
N 1.1799 -2.1056 1.8115
C 0.0533 -1.4272 1.1038
C -1.4011 -1.9608 1.0799
C -2.4497 -1.1161 0.2397
N -3.8565 -1.3999 0.0438
S -4.4769 -0.1335 -0.9470
N -3.1609 0.9023 -1.2850
C -2.1091 0.2425 -0.5449
C -0.6301 0.7566 -0.4800
N -0.1647 2.0010 -1.1620
C 0.4041 -0.0954 0.3433
C 1.9230 0.4949 0.3185
C 2.5267 0.0139 -1.1084
O 3.0052 0.7797 -1.9712
Cl 2.4225 -1.7945 -1.4343
H 1.5015 -1.4761 2.5855
H 0.7158 -2.8951 2.3121
H -1.6629 -2.9275 1.6279
H 0.0034 2.7524 -0.4758
H -0.9818 2.3151 -1.7236
H 2.4622 0.0350 1.2109
H 1.8234 1.6244 0.4043
C -6.3218 -0.5164 3.1407
C -4.8932 -0.3553 3.4270
N -3.7705 -0.2285 3.6505
H -6.5961 -0.0509 2.1909
H -6.6025 -1.5705 3.0783
H -6.9412 -0.0605 3.9170
C -6.8450 -2.9468 -3.7997
C -7.0021 -2.8538 -2.3449
N -7.1253 -2.7813 -1.2019
H -6.3719 -2.0519 -4.2113
H -6.2261 -3.7992 -4.0837
H -7.8083 -3.0643 -4.3019
C 3.8891 4.3559 1.3093
C 3.6163 3.0062 1.8105
N 3.4029 1.9457 2.2054
H 2.9690 4.8786 1.0368
H 4.3996 4.9673 2.0572
H 4.5242 4.3339 0.4208
C -7.0094 -7.4412 -5.4104
C -6.4626 -6.1132 -5.7040
N -6.0329 -5.0698 -5.9347
H -6.3529 -8.2353 -5.7739
H -7.1394 -7.5935 -4.3361
H -7.9855 -7.5864 -5.8795
C 7.8351 4.4138 0.3598
C 6.9883 5.5858 0.1148
N 6.3215 6.5052 -0.0768
H 8.6841 4.3810 -0.3272
H 8.2389 4.4150 1.3752
H 7.2786 3.4816 0.2331
C 1.0210 1.3677 4.8902
C 0.7159 -0.0443 4.6443
N 0.4749 -1.1543 4.4501
H 0.1133 1.9492 5.0696
H 1.6654 1.4932 5.7638
H 1.5354 1.8215 4.0390
C 2.6668 2.4285 -4.4790
C 1.8114 3.5940 -4.7226
N 1.1393 4.5099 -4.9136
H 3.5147 2.4005 -5.1681
H 3.0728 2.4325 -3.4659
H 2.1170 1.4927 -4.6032
C 5.0838 -1.4801 3.3974
C 6.0325 -0.4354 3.0011
N 6.7765 0.3864 2.6892
H 5.2107 -1.7617 4.4456
H 4.0491 -1.1511 3.2724
H 5.2108 -2.3861 2.7999

Formula: C36H28BrIrN3O6P2
Source: OMol25
Level of theory: ωB97M-V/def2-TZVPD

* expectation value of S²: 0.759
* HOMO level (alpha / beta): -14.10 / -14.10 eV
* orbital gap (alpha / beta): 6.51 / 6.01 eV
* ΔE to the lowest compared entry with this formula, charge and spin: 44.2 kcal/mol
* 2S+1: 2
* net charge: +2

CARTESIAN COORDINATES (ANGSTROEM)
Ir 1.6647 0.0045 -0.1687
O 1.5516 4.5405 -4.2052
C 2.7399 4.4504 -3.6217
O 3.6380 5.2103 -3.8288
C 2.9566 3.3368 -2.6348
C 4.1583 3.1630 -1.9757
N 4.0120 2.1235 -1.1390
N 2.7818 1.6062 -1.2216
C 2.1347 2.3277 -2.1150
C 0.7492 1.9005 -2.3678
O 0.0017 2.4687 -3.1217
O 0.3904 0.8215 -1.6649
H 0.9159 3.8580 -3.9214
H 5.0706 3.7299 -2.0715
H 4.7042 1.7239 -0.5249
N -1.7838 -0.2758 -0.2227
P -0.3656 -1.0902 0.1827
C -0.6638 -1.5405 1.8961
C -1.4174 -2.6757 2.2029
C -1.5811 -3.0483 3.5269
C -0.9836 -2.3084 4.5401
C -0.2413 -1.1750 4.2371
C -0.0742 -0.7905 2.9161
C -0.3920 -2.6177 -0.7443
C 0.7593 -3.4090 -0.7137
C 0.7360 -4.6734 -1.2759
C -0.4179 -5.1340 -1.8991
C -1.5519 -4.3346 -1.9562
C -1.5489 -3.0755 -1.3747
P -2.1113 0.6943 -1.5968
C -3.6819 0.0637 -2.2106
C -4.8745 0.4482 -1.5874
C -6.0676 -0.0791 -2.0516
C -6.0760 -0.9693 -3.1195
C -4.8888 -1.3418 -3.7364
C -3.6854 -0.8200 -3.2897
C -2.3297 2.3214 -0.9505
C -1.5122 2.7738 0.0973
C -1.4850 4.1172 0.4147
C -2.2772 5.0173 -0.2960
C -3.1133 4.5701 -1.3113
C -3.1323 3.2309 -1.6546
H -2.2662 0.0743 0.6018
H -1.8764 -3.2588 1.4142
H -2.1669 -3.9252 3.7676
H -1.0764 -2.6332 5.5680
H 0.2162 -0.5975 5.0299
H 0.5120 0.0876 2.6780
H 1.6616 -3.0361 -0.2408
H 1.6156 -5.3015 -1.2352
H -0.4397 -6.1247 -2.3330
H -2.4471 -4.6966 -2.4444
H -2.4428 -2.4660 -1.3930
H -4.8704 1.1473 -0.7613
H -6.9964 0.2169 -1.5823
H -7.0158 -1.3701 -3.4749
H -4.9027 -2.0218 -4.5774
H -2.7584 -1.0851 -3.7840
H -0.8905 2.0783 0.6492
H -0.8325 4.4717 1.2015
H -2.2355 6.0714 -0.0565
H -3.7183 5.2765 -1.8634
H -3.7549 2.8879 -2.4715
Br 3.3607 1.9481 4.1265
C 4.2350 0.2802 4.0070
C 5.1063 -0.0515 5.0262
C 5.7799 -1.2657 4.9954
C 5.5877 -2.1579 3.9501
C 4.7248 -1.8294 2.9279
C 4.0373 -0.6058 2.9363
C 3.1861 -0.3378 1.7873
O 3.0888 -1.1512 0.8157
O 2.4542 0.7043 1.6317
H 5.2645 0.6366 5.8446
H 6.4706 -1.5063 5.7928
H 6.1142 -3.1017 3.9303
H 4.5674 -2.5014 2.0957

Formula: C4H9ClO
Source: OMol25
Level of theory: ωB97M-V/def2-TZVPD

* HOMO level: -9.68 eV
* orbital gap: 10.74 eV
* ΔE to the lowest compared entry with this formula, charge and spin: 33.5 kcal/mol
* SMILES: CCOCCCl

CARTESIAN COORDINATES (ANGSTROEM)
C 2.2477 -0.9690 0.2620
C 1.2120 -0.0606 -0.5199
C -1.0952 0.8493 -0.2989
C -2.2984 0.3295 0.5545
H 3.0436 -1.2219 -0.4071
H 2.5612 -0.3013 1.1996
H 1.6884 -1.8554 0.7084
H 1.4311 1.0306 -0.6315
H 1.2418 -0.5744 -1.5208
H -1.2028 0.8887 -1.3692
H -0.8065 1.8220 0.0626
H -2.9842 1.1950 0.6655
H -1.8709 0.0887 1.5415
O -0.1456 -0.2367 -0.0084
Cl -3.0224 -0.9844 -0.2382

Formula: C2H5NO
Source: OMol25
Level of theory: ωB97M-V/def2-TZVPD

* HOMO level: -9.09 eV
* orbital gap: 10.24 eV
* ΔE to the lowest compared entry with this formula, charge and spin: 30.8 kcal/mol

CARTESIAN COORDINATES (ANGSTROEM)
C -0.9772 0.2975 0.2107
N 0.0233 0.7625 -0.7392
C 2.1275 -1.1786 0.0334
O 1.6513 -1.5491 0.9962
H -0.5369 0.0762 1.1911
H -1.7294 1.0819 0.3634
H -1.5037 -0.6136 -0.1128
H -0.0235 0.3206 -1.6469
H 0.9689 0.7485 -0.3951

Formula: C15H23N3O5S
Source: OMol25
Level of theory: ωB97M-V/def2-TZVPD

* HOMO level: -9.46 eV
* orbital gap: 10.09 eV
* ΔE to the lowest compared entry with this formula, charge and spin: 16.6 kcal/mol
* SMILES: CC[C@@H](C)[C@H](NC(=O)NCc1ccc(S(N)(=O)=O)cc1)C(=O)OC

CARTESIAN COORDINATES (ANGSTROEM)
C -5.0374 -1.6990 -1.8988
H -3.9684 -1.7022 -2.0930
C -5.3198 -1.4561 -0.4208
H -6.3768 -1.6467 -0.2201
H -4.7346 -2.1575 0.1764
C -5.0063 -0.0296 0.0402
C -5.4353 0.1605 1.4946
H -4.9306 -0.5587 2.1353
H -5.1987 1.1623 1.8464
H -6.5079 0.0095 1.5917
H -5.5547 0.6777 -0.5905
C -3.5049 0.2950 -0.1327
N -2.6552 -0.5818 0.6369
C -1.7090 -1.3414 0.0037
O -1.7105 -1.5355 -1.1965
N -0.8248 -1.9478 0.8540
H -0.7366 -1.5921 1.7926
C 0.3028 -2.6937 0.3331
C 1.5344 -1.8294 0.2200
C 2.6082 -1.9906 1.0875
C 3.7110 -1.1575 0.9956
C 3.7228 -0.1629 0.0404
C 2.6644 0.0199 -0.8270
C 1.5674 -0.8175 -0.7364
H 0.7266 -0.6980 -1.4031
H 2.7139 0.8189 -1.5491
S 5.1565 0.8806 -0.1047
O 4.7895 2.1297 -0.7058
O 5.8831 0.8795 1.1318
N 6.0589 0.0068 -1.2311
H 6.9444 -0.2854 -0.8513
H 6.1788 0.5189 -2.0899
H 4.5555 -1.2531 1.6589
H 2.5832 -2.7717 1.8335
H -0.0001 -3.0449 -0.6570
H 0.4893 -3.5519 0.9842
H -2.4635 -0.2532 1.5727
C -3.2235 1.7321 0.2758
O -2.5341 2.0386 1.2162
O -3.8332 2.6054 -0.5216
C -3.6408 3.9816 -0.2138
H -4.0684 4.2143 0.7634
H -4.1480 4.5408 -0.9953
H -2.5758 4.2201 -0.1977
H -3.2368 0.1723 -1.1877
H -5.5075 -0.9327 -2.5119
H -5.4341 -2.6665 -2.1973

Formula: C10H14Cl2NO
Source: OMol25
Level of theory: ωB97M-V/def2-TZVPD

* HOMO level: -12.01 eV
* orbital gap: 8.69 eV
* ΔE to the lowest compared entry with this formula, charge and spin: 70.4 kcal/mol
* net charge: +1

CARTESIAN COORDINATES (ANGSTROEM)
C -4.1960 0.4640 -0.2843
C -3.6346 0.8444 0.9001
C -3.5874 -0.4045 -1.1766
C -2.2758 0.6938 1.0372
C -2.3696 -0.9261 -0.7810
C -1.6454 -0.2573 0.2095
C 2.8340 -1.3640 -0.1334
C -0.2010 -0.6283 0.2577
C 2.5757 0.1041 -0.2859
C 0.7085 0.4780 -0.2554
N 3.1972 0.6548 1.0624
O 3.1411 0.7230 -1.3294
Cl 0.4833 2.1243 0.4167
Cl 0.4994 0.5774 -2.1298
H -5.1537 0.7954 -0.4289
H -4.1232 1.4766 1.5905
H -3.9384 -0.7919 -2.0423
H -1.8222 1.1589 1.9105
H -2.0484 -1.6913 -1.4051
H 2.3558 -1.8342 -0.9525
H 2.8240 -1.8217 0.8728
H 3.8544 -1.6046 -0.2715
H 0.2217 -0.9010 1.3298
H 0.0515 -1.5594 -0.3325
H 4.1590 0.8681 0.8440
H 2.7409 1.6372 1.4272
H 2.8943 0.0093 1.7377
H 2.4550 1.1751 -1.7879

Formula: C16H24AsCl2F4I2O6PS
Source: OMol25
Level of theory: ωB97M-V/def2-TZVPD

* HOMO level: -0.90 eV
* orbital gap: 4.43 eV
* net charge: -2

CARTESIAN COORDINATES (ANGSTROEM)
C 1.0423 -1.5673 4.1412
C 0.3380 -0.4721 3.2971
Cl -0.4472 0.7355 4.3240
C 0.3701 -0.4346 1.9311
Cl 1.4439 -1.8020 1.3450
As -0.5095 0.9420 0.6574
S 0.5704 2.6239 1.8090
C -2.2626 1.0841 1.7001
C -2.8912 -0.2058 2.2747
O -3.3955 -0.1782 3.6379
C -4.1162 0.9542 3.9808
C -5.3855 1.2521 3.1341
F -6.2818 1.8803 3.9744
F -5.2098 2.1149 2.1334
F -6.0270 0.1426 2.7281
C -1.2834 2.4765 -0.5215
O -1.9035 2.2558 -1.5861
O -1.1754 3.7187 -0.1392
C 1.1942 0.8037 -0.5158
I 2.9623 1.4585 0.6638
C 1.1877 1.7180 -1.7951
C 1.6829 3.1876 -1.6328
I 2.8024 0.8138 -3.0798
P -1.4666 -0.6817 -0.7476
C -3.2727 -0.4493 -1.1484
C -1.3591 -2.4533 -0.1976
H 2.1382 -1.4322 4.1688
H 0.7970 -2.5808 3.7624
H 0.6669 -1.5514 5.1872
H -0.3899 3.3652 2.4576
H -2.1416 1.9309 2.4043
H -2.9922 1.4839 0.9626
H -2.2483 -1.1086 2.2317
H -3.7781 -0.4807 1.6507
H -4.4920 0.7891 5.0140
H -3.5175 1.8905 4.0519
H 1.3629 -0.2157 -0.9141
H 0.3216 1.5906 -2.4578
H 2.7700 3.2831 -1.8136
H 1.3545 3.6812 -0.7033
H 1.2125 3.7639 -2.4668
H -3.4111 -0.7341 -2.2161
H -3.8685 -1.1968 -0.5721
H -3.6883 0.5593 -1.0135
H -0.4947 -2.9261 -0.7149
H -1.2188 -2.6727 0.8797
H -2.2449 -3.0484 -0.5269
C 5.3887 -2.7406 -5.8468
C 5.6837 -1.4849 -5.0748
O 5.8129 -1.9585 -3.7458
C 6.2585 -3.2403 -3.8393
O 6.7286 -3.8574 -2.9432
O 6.1049 -3.7263 -5.1031
F 4.6505 -0.6181 -5.1411
H 4.3248 -2.9851 -5.8483
H 5.7418 -2.6939 -6.8758
H 6.6053 -0.9776 -5.3722

Number 1: electronic energy -157679.9509 eV, molecular weight 1018.5 g/mol. Number 2: electronic energy -40454.4651 eV, molecular weight 424.4 g/mol. Number 3: electronic energy -68669.7623 eV, molecular weight 571.1 g/mol. Number 4: electronic energy -145987.1073 eV, molecular weight 932.7 g/mol. Number 5: electronic energy -18862.5303 eV, molecular weight 108.6 g/mol. Number 6: electronic energy -5691.8960 eV, molecular weight 59.1 g/mol. Number 7: electronic energy -41472.5949 eV, molecular weight 357.4 g/mol. Number 8: electronic energy -39170.5392 eV, molecular weight 235.1 g/mol. Number 9: electronic energy -162341.0037 eV, molecular weight 851.0 g/mol.